Record 1
C13H21NO4 | wB97M-V/def2-TZVPD

Summary:
spin multiplicity: 1
SMILES: Cc1ccc(NC[C@@H](O)[C@H](O)[C@@H](O)CO)cc1C
energy above the lowest of the compared OMol25 structures with the same formula, charge and spin: 22.8 kcal per mole
frontier orbital gap: 8.34 eV

Last column: Mulliken charge in e.
Atoms and positions in Å:
O: 2.96018 -0.88344 -1.43407  -0.651
O: 5.80267 2.10918 -0.33708  -0.537
O: 2.93764 -2.18453 0.98577  -0.665
O: 5.06524 -0.52924 0.21634  -0.654
N: -0.14714 -0.22679 0.60397  -0.005
C: -4.50221 1.97749 0.85493  -1.660
C: -5.64519 -0.08862 -0.87786  -1.444
C: -4.20118 -0.13459 -0.47847  0.965
C: 4.07997 0.48820 0.19569  -0.014
C: -3.65298 0.85070 0.34934  0.974
C: 2.74426 -0.11719 -0.27121  -0.169
C: -3.37860 -1.15890 -0.91941  -1.380
C: 2.14489 -1.02606 0.83161  -0.192
C: -1.48970 -0.25524 0.25763  0.882
C: -2.31875 0.77548 0.70453  -0.706
C: 4.58206 1.57302 -0.76573  -0.611
C: -2.04427 -1.23205 -0.56439  -0.652
C: 0.69644 -1.38945 0.48804  -0.992
H: 6.39471 1.36700 -0.16048  0.355
H: 3.96335 0.92643 1.19733  0.382
H: 2.89051 -2.66796 0.14877  0.414
H: -1.89758 1.53779 1.34711  0.265
H: 3.86816 2.39766 -0.79938  0.325
H: 2.02189 0.66867 -0.51071  0.549
H: 4.74148 -1.23967 0.79334  0.399
H: 4.67717 1.14150 -1.77240  0.286
H: -4.91878 2.54492 0.02337  0.328
H: -3.79034 -1.92851 -1.55743  0.300
H: -5.86747 0.83091 -1.41918  0.318
H: -5.89248 -0.93254 -1.51699  0.371
H: 2.18169 -0.51216 1.79832  0.460
H: -6.29064 -0.11962 -0.00002  0.316
H: -5.33547 1.59516 1.44398  0.332
H: -3.91972 2.65263 1.47673  0.372
H: 0.67370 -1.73870 -0.54888  0.404
H: 3.89703 -1.13938 -1.42495  0.496
H: 0.04032 0.33226 1.42509  0.202
H: 0.37528 -2.21353 1.14720  0.289
H: -1.44613 -2.05078 -0.93045  0.350

Record 2
C13H22Cl3F2NO3S | wB97M-V/def2-TZVPD

Summary:
spin multiplicity: 1
SMILES: CC(C)=CCC[C@@H](C)CCN(CC(=O)F)S(=O)(=O)F.ClC(Cl)Cl
frontier orbital gap: 8.57 eV

Last column: Mulliken charge in e.
Atoms and positions in Å:
Cl: -1.42718 6.26681 -0.18146  -0.142
Cl: -0.63372 4.79704 -2.56281  -0.128
Cl: -2.24205 7.20931 -2.81112  -0.141
S: -2.01037 1.63274 -1.58090  1.238
F: -0.45446 2.33694 -1.44626  -0.250
F: -2.27211 -0.91199 2.62797  -0.186
O: -2.65309 1.31004 2.97002  -0.520
O: -3.06061 2.67961 -1.27395  -0.545
O: -2.24599 1.17757 -2.98938  -0.618
N: -2.02079 0.32145 -0.42126  -0.222
C: -1.51046 -2.24042 -0.25406  -1.102
C: -2.17803 0.44130 2.18678  0.158
C: -0.85226 -4.35153 1.09485  -1.294
C: 2.50741 -1.29996 -0.09878  -0.315
C: 2.84523 0.08676 -0.19948  0.852
C: -0.24419 -3.00384 0.40464  0.533
C: 3.62965 0.58184 -1.53429  -1.169
C: 0.52540 -2.14828 1.53249  -0.185
C: -1.89820 5.78483 -1.81826  0.213
C: -1.12110 -0.80397 -0.90769  -0.465
C: 2.12027 -2.06204 1.25421  -1.088
C: 2.49641 1.20657 0.89263  -1.053
C: -1.48382 0.94236 0.83337  0.372
H: -1.20551 -0.95828 -2.05327  0.416
H: 2.47062 -3.16145 1.13706  0.328
H: -0.33446 0.82568 0.95257  -0.209
H: 2.24782 0.78702 1.93505  0.251
H: -0.83455 -5.22972 0.33761  0.307
H: -1.87208 -2.93357 -1.11305  0.364
H: -1.65505 2.08907 0.79491  0.551
H: -2.41663 -2.17389 0.46416  0.325
H: 2.68291 -1.63129 2.15147  0.372
H: -0.24307 -4.71009 1.99770  0.374
H: 3.03103 0.23463 -2.46558  0.269
H: -1.92038 -4.08347 1.43000  0.322
H: 2.55780 -1.89639 -1.08686  0.210
H: 3.40459 1.91534 0.94111  0.443
H: 1.59931 1.82802 0.53819  0.075
H: -2.80519 5.18593 -1.75156  0.183
H: 0.42200 -2.74001 2.52669  0.488
H: 0.52281 -3.36925 -0.37862  0.321
H: 3.83684 1.70470 -1.54532  0.337
H: 0.08182 -1.11456 1.74095  -0.231
H: -0.01929 -0.52119 -0.72116  0.241
H: 4.63270 -0.00040 -1.54933  0.321

Record 3
C13H22ClI2NOPRu | wB97M-V/def2-TZVPD

Summary:
total charge: +2
spin multiplicity: 6
energy above the lowest of the compared OMol25 structures with the same formula, charge and spin: 74.3 kcal per mole
frontier orbital gap (alpha / beta): 7.32 / 4.74 eV

Last column: Löwdin spin population.
Atoms and positions in Å:
I: -2.95896 1.76295 -1.25842  0.684
I: -2.69937 -3.34287 -1.44695  0.901
Ru: 0.67025 -0.25481 0.58073  2.063
Cl: 2.99108 -0.34039 0.62454  0.290
P: 0.35859 -0.26763 -1.73112  0.104
O: -2.33124 -0.60229 0.44367  0.058
N: -0.88501 -2.39845 2.86860  0.004
C: -0.62729 0.03921 3.48184  0.049
C: 0.23272 -2.90397 3.84635  0.000
C: -1.28289 -0.16596 -2.51474  0.272
C: -1.15446 -0.45853 0.51344  0.031
C: 0.42856 0.37144 2.61677  0.183
C: 1.41650 1.70104 4.38752  0.006
C: 0.27289 1.51393 5.19641  0.041
C: 1.24808 1.02492 -2.70545  0.016
C: 0.98682 -1.69409 -2.74880  0.057
C: 1.38273 1.27007 3.03943  0.071
C: -1.63904 -1.08575 3.31302  0.004
C: -1.89439 -3.50299 2.64707  0.001
C: -0.73661 0.70253 4.72760  0.014
H: 0.75987 2.02161 -2.55766  0.000
H: -0.46157 -2.25070 1.89419  0.007
H: -1.59024 0.46129 5.32088  0.001
H: -2.01092 -0.95452 -2.23111  0.045
H: 0.47756 -2.59438 -2.35076  0.000
H: 0.14123 1.97114 6.16930  0.002
H: -1.21021 -0.06840 -3.61501  0.006
H: -1.36131 -4.45486 2.64922  0.000
H: 2.06327 -1.77683 -2.60428  0.003
H: -0.13727 -2.95338 4.86215  0.000
H: 2.30056 1.09630 -2.38400  0.000
H: 2.09550 1.61305 2.29291  0.009
H: 0.72244 -1.59053 -3.81808  0.006
H: 1.21599 0.77859 -3.78044  0.002
H: -2.53325 -0.92107 2.67450  0.000
H: 1.09281 -2.20345 3.82088  0.000
H: 0.60420 -3.90661 3.53671  0.000
H: -2.40095 -3.33173 1.73245  0.003
H: -1.79290 0.87443 -2.19776  0.062
H: -2.07139 -1.28853 4.30764  0.000
H: -2.55553 -3.41446 3.54035  0.000
H: 2.33164 2.19001 4.76951  0.001

Record 4
C13H22I2N5PdS | wB97M-V/def2-TZVPD

Summary:
total charge: +1
spin multiplicity: 1
energy above the lowest of the compared OMol25 structures with the same formula, charge and spin: 28.2 kcal per mole
frontier orbital gap: 6.30 eV

Last column: Mulliken charge in e.
Atoms and positions in Å:
I: 3.20660 -2.42157 -2.49190  -0.124
I: 3.01269 -0.31765 -0.86817  0.111
Pd: 0.59249 -0.57590 -0.13074  -0.299
S: -1.57884 -1.27215 0.18358  -0.434
N: 2.08132 -3.55342 1.08449  -0.344
N: 1.34087 1.13253 2.41297  -0.494
N: -3.65955 -1.85433 -1.31108  -0.160
N: -1.87954 -0.95548 -2.45159  0.058
N: 0.46789 -1.56579 2.79859  0.134
C: 1.63698 3.43013 1.27820  0.586
C: 0.55415 4.30746 1.21879  -0.424
C: 1.47613 2.15544 1.90928  -0.128
C: 1.93756 5.88450 0.05037  -0.362
C: -4.05389 -0.95361 -3.53164  -0.597
C: 2.86838 3.77615 0.72476  -0.348
C: 0.71174 5.53549 0.60366  -0.554
C: 3.01205 5.00748 0.11029  -0.608
C: -4.47927 -1.99514 -2.51172  -0.561
C: -2.55183 -1.03579 -3.74339  -0.544
C: -2.41993 -1.36311 -1.30791  0.529
C: 2.50909 -2.88511 2.29423  -0.537
C: 1.42828 -2.58366 3.32767  -0.529
H: -2.28252 -1.96881 -4.24519  0.288
H: -0.94172 -0.58789 -2.36735  0.058
H: 3.00621 -1.95160 2.01580  0.191
H: -4.36662 -3.00266 -2.92070  0.288
H: -4.01571 -2.16592 -0.42339  0.212
H: -4.31956 0.04263 -3.17361  0.309
H: 0.85653 -3.47926 3.56837  0.359
H: -0.39362 4.02081 1.65378  0.442
H: -0.41970 -1.57059 3.29760  0.394
H: 1.67112 -4.46166 1.25885  0.241
H: -4.57337 -1.12390 -4.47312  0.349
H: 0.26426 -1.74336 1.78960  -0.242
H: -0.12098 6.22320 0.55562  0.397
H: 3.26018 -3.49745 2.79676  0.373
H: 2.05652 6.84670 -0.42901  0.392
H: -5.52204 -1.86156 -2.22911  0.368
H: 1.44805 -2.99588 0.51693  0.135
H: 3.96458 5.28467 -0.31937  0.399
H: 0.84719 -0.59605 2.81162  0.424
H: 1.86593 -2.18719 4.24314  0.392
H: -2.20086 -0.21049 -4.36030  0.369
H: 3.70281 3.08980 0.78438  0.492

Record 5
C13H22N3O3 | wB97M-V/def2-TZVPD

Summary:
total charge: +1
spin multiplicity: 1
SMILES: C#C[C@@H]1O[C@@H](OCCC)NC(NC[C@@H](C)O)=[N+]1C=C
frontier orbital gap: 8.58 eV

Last column: Mulliken charge in e.
Atoms and positions in Å:
O: 0.74222 -2.33366 -2.51296  -0.438
O: 0.35945 -2.38581 -0.10760  -0.339
O: -2.35474 3.43817 -0.58115  -0.586
N: -0.46188 1.57825 -0.48489  0.097
N: -0.59418 -0.58684 -1.53443  -0.295
N: -0.72598 -0.43467 0.99501  0.152
C: 2.09663 -2.88442 -2.53360  -0.331
C: 0.50451 -1.57158 -1.29926  0.425
C: -0.60817 0.26509 -0.30334  -0.041
C: -1.74536 4.74072 1.44578  -1.069
C: -1.84774 3.26058 0.79970  0.523
C: -0.71366 -3.33571 3.33764  -0.421
C: 3.23101 -1.83486 -3.04475  -0.356
C: -2.06544 0.33327 2.97797  -0.719
C: -2.08685 -0.18248 1.63251  -0.086
C: 4.23342 -1.59086 -1.78217  -0.893
C: -0.59179 -2.75489 2.14974  -0.647
C: -0.70235 -1.91836 0.75567  0.395
C: -0.41340 2.52186 0.67954  -0.865
H: -1.94071 5.56479 0.64246  0.290
H: -3.25088 3.02607 -0.59282  0.329
H: 2.32858 -3.37165 -1.51815  0.275
H: 2.77048 -0.78843 -3.28721  0.233
H: -2.79180 1.14305 3.34840  0.303
H: 1.47529 -0.93771 -1.14051  0.028
H: 0.44536 3.28580 0.46923  0.446
H: 2.08511 -3.74311 -3.32459  0.298
H: -1.72329 -2.21252 0.27170  0.428
H: -0.88974 -4.17158 4.12544  0.363
H: -2.55198 2.54226 1.36217  0.185
H: 4.97063 -2.47606 -1.61471  0.306
H: 4.88619 -0.64635 -1.90568  0.290
H: -1.51139 -1.03217 -1.71077  0.324
H: -0.68969 4.87204 1.91313  0.315
H: -0.35890 1.92610 -1.46424  0.340
H: -0.13243 1.99005 1.66965  0.326
H: -3.04067 -0.36837 1.00688  0.290
H: -2.59229 4.84277 2.21647  0.289
H: 3.84275 -2.22472 -3.94942  0.327
H: 3.64683 -1.47089 -0.79000  0.229
H: -1.23312 -0.07315 3.68318  0.281

Record 6
C13H22N3O5 | wB97M-V/def2-TZVPD

Summary:
total charge: -1
spin multiplicity: 1
SMILES: CNC(=O)[C@@H](CC(C)C)NC(=O)[C@@H](CC(=O)[O-])NC(C)=O
energy above the lowest of the compared OMol25 structures with the same formula, charge and spin: 20.0 kcal per mole
frontier orbital gap: 8.13 eV

Last column: Mulliken charge in e.
Atoms and positions in Å:
O: 2.57736 0.82204 -3.27712  -0.748
O: -4.18359 1.99512 -0.64727  -0.698
O: -0.52808 -2.06289 -0.85228  -0.767
O: 0.80808 -3.44350 0.25799  -0.796
O: 0.94016 2.03160 0.50337  -0.774
N: -0.79400 0.82603 -0.40588  0.412
N: 1.04656 -0.31190 -2.13694  -0.108
N: -2.66957 2.56985 -2.09548  -0.138
C: -2.60462 0.75103 1.26130  -1.664
C: -1.34503 2.75482 -2.68253  -0.688
C: 1.48652 0.02653 -0.77241  0.066
C: -3.05433 -0.62534 0.72266  1.211
C: 0.53743 -2.33409 -0.23743  0.478
C: -2.37792 -1.76682 1.50059  -1.875
C: -2.98872 2.06642 -0.88922  0.033
C: 0.51265 1.03953 -0.12738  -0.109
C: 1.58839 -1.26203 0.07401  -0.849
C: -4.59275 -0.79930 0.86047  -1.689
C: 0.93516 -0.48246 -4.54386  -1.237
C: 1.58826 0.07937 -3.25487  0.851
C: -1.93822 1.57388 0.13278  0.070
H: -0.11515 -0.26695 -4.51172  0.321
H: 2.57505 -1.70714 -0.15103  0.358
H: -2.90950 -1.96072 2.43106  0.547
H: -2.87152 -0.74533 -0.30842  0.374
H: -0.66943 3.24810 -1.99305  0.263
H: -5.12292 0.13111 0.58439  0.337
H: -2.45270 -2.70308 0.91867  0.328
H: -1.82604 0.63163 1.99196  0.497
H: -3.44613 2.92603 -2.63105  0.292
H: -4.82578 -0.96889 1.90559  0.386
H: -0.95074 1.79552 -3.02193  0.106
H: -1.33400 -1.56009 1.67257  0.282
H: 2.43458 0.45703 -0.81985  0.651
H: -1.59473 2.49961 0.63965  0.464
H: 0.34227 -1.01619 -2.20425  0.302
H: -1.01467 -0.07304 -0.84069  0.232
H: -3.43246 1.31212 1.68019  0.537
H: 1.41481 -0.06500 -5.40609  0.321
H: -1.44820 3.39539 -3.54316  0.369
H: 1.07550 -1.57542 -4.56254  0.335
H: -4.91967 -1.61750 0.21617  0.394
H: 1.58552 -0.98619 1.13937  0.322

So what do the calculations give for electronic energy? Going down the list: -23501.8750 -75302.3331 -57949.1519 -51800.7912 -24434.9676 -28549.5979 eV.